(1)
A structure of composition C3H3Br9. Source: the Open Molecules 2025 dataset; level of theory: the ωB97M-V functional and the def2-TZVPD basis.

Last column: natural (NBO) charge in e.
CARTESIAN COORDINATES (ANGSTROEM)
Br1 1.198 -2.584 -0.667  0.07
Br2 3.569 -5.025 7.043  0.08
Br3 -4.093 7.070 -2.395  0.07
Br4 2.710 -0.501 -2.774  0.09
Br5 -4.266 5.135 -5.024  0.09
Br6 1.605 -6.652 4.911  0.08
Br7 -1.698 5.028 -3.170  0.08
Br8 0.671 -3.735 6.280  0.08
Br9 -0.512 -1.489 -3.242  0.05
C1 -3.082 6.212 -3.858  -0.46
C2 2.154 -4.910 5.677  -0.46
C3 1.002 -1.032 -1.926  -0.42
H1 -2.543 7.028 -4.340  0.23
H2 2.626 -4.382 4.848  0.22
H3 0.658 -0.163 -1.364  0.21

Results
HOMO-LUMO gap	9.684	eV
HOMO energy	-10.4	eV
energy above the lowest of the compared OMol25 structures with the same formula, charge and spin	0.850	eV
E	-633540.179	eV

(2)
A structure of composition H41O20. Source: the Open Molecules 2025 dataset; level of theory: the ωB97M-V functional and the def2-TZVPD basis.

Last column: natural (NBO) charge in e.
CARTESIAN COORDINATES (ANGSTROEM)
O1 -1.309 -1.327 1.829  -0.98
O2 2.142 2.471 0.870  -0.95
O3 -1.712 -3.525 2.785  -1.02
O4 -3.479 3.969 -2.457  -0.99
O5 1.564 -2.035 -4.247  -0.99
O6 5.103 -1.540 1.282  -0.93
O7 1.932 0.811 3.302  -1.00
O8 3.139 -1.739 4.021  -0.97
O9 -1.020 1.672 0.517  -0.94
O10 -3.834 1.710 1.062  -1.04
O11 -1.794 1.460 3.576  -0.98
O12 1.631 2.540 -4.245  -0.97
O13 -1.746 -0.222 -0.748  -0.95
O14 -0.863 -2.050 -2.615  -1.11
O15 -1.022 4.400 1.617  -0.97
O16 2.387 -4.899 -1.657  -0.98
O17 1.457 0.643 0.010  -0.99
O18 1.055 -3.974 1.413  -1.01
O19 -2.498 1.536 -2.625  -0.98
O20 -1.008 0.405 -4.416  -0.96
H1 2.941 3.038 0.646  0.46
H2 -1.144 5.290 1.716  0.47
H3 1.010 3.034 -4.835  0.46
H4 1.453 0.295 3.986  0.47
H5 1.766 -4.881 -2.399  0.47
H6 0.193 -3.802 1.927  0.52
H7 -2.299 -1.604 2.170  0.44
H8 2.331 2.588 1.803  0.48
H9 -1.539 -2.618 -2.071  0.42
H10 -1.222 -0.976 -1.198  0.52
H11 -4.437 2.372 0.801  0.47
H12 -1.324 -0.708 2.738  0.46
H13 1.838 -4.094 1.992  0.46
H14 -3.098 4.073 -1.644  0.48
H15 -2.229 0.556 -1.649  0.52
H16 -1.267 0.312 -0.099  0.53
H17 -4.354 3.578 -2.578  0.50
H18 2.309 -0.104 2.843  0.51
H19 -4.286 0.943 1.562  0.47
H20 -0.941 1.901 3.377  0.48
H21 0.935 -2.230 -3.519  0.49
H22 2.072 1.884 -4.876  0.47
H23 -0.208 1.613 0.936  0.50
H24 -0.113 4.131 1.664  0.48
H25 -2.477 1.948 3.133  0.48
H26 1.912 -2.911 -4.565  0.47
H27 -1.910 -3.077 3.683  0.47
H28 -1.737 1.109 -3.240  0.50
H29 -0.268 0.443 -3.794  0.50
H30 3.230 -2.496 3.422  0.48
H31 3.957 -1.462 4.417  0.48
H32 5.451 -2.332 1.366  0.45
H33 1.962 -4.880 -0.767  0.50
H34 1.583 -0.319 -0.312  0.47
H35 5.827 -0.865 1.428  0.47
H36 -2.367 2.428 -2.334  0.51
H37 2.289 1.134 -0.287  0.49
H38 -2.208 -4.434 2.806  0.47
H39 -1.273 -2.132 -3.499  0.48
H40 -1.658 1.984 1.109  0.49
H41 -0.824 0.967 -5.134  0.48

Results
expectation value of S²	0.751
HOMO-LUMO gap (spin up / spin down)	2.270 / 9.947	eV
spin multiplicity	2
HOMO energy (spin up / spin down)	-2.1 / -9.9	eV
energy above the lowest of the compared OMol25 structures with the same formula, charge and spin	5.005	eV
E	-41607.930	eV

(3)
The molecule C7H11FN2O3. Source: the Open Molecules 2025 dataset; level of theory: the ωB97M-V functional and the def2-TZVPD basis.

Last column: natural (NBO) charge in e.
CARTESIAN COORDINATES (ANGSTROEM)
F1 -3.827 -1.652 -0.623  -0.33
O1 -1.239 -2.149 -0.080  -0.58
O2 1.053 0.451 -0.664  -0.54
O3 3.258 -1.133 0.620  -0.73
N1 -0.913 0.056 0.477  -0.46
N2 -2.667 1.648 -0.205  -0.37
C1 0.521 -0.087 0.523  0.10
C2 3.304 -0.511 -0.661  -0.10
C3 -1.441 1.417 0.524  -0.08
C4 -1.671 -1.035 0.138  0.65
C5 2.437 0.729 -0.618  -0.09
C6 -3.164 -0.722 0.125  0.05
C7 -3.420 0.662 -0.405  0.10
H1 -4.337 0.798 -0.956  0.20
H2 0.751 -1.126 0.655  0.22
H3 0.905 0.473 1.385  0.16
H4 -0.662 2.076 0.090  0.22
H5 -3.526 -0.785 1.144  0.20
H6 2.709 1.285 0.262  0.17
H7 -1.599 1.712 1.580  0.19
H8 3.588 -2.013 0.543  0.47
H9 2.950 -1.221 -1.447  0.18
H10 2.640 1.361 -1.502  0.20
H11 4.351 -0.233 -0.904  0.17

Results
HOMO-LUMO gap	10.447	eV
HOMO energy	-9.7	eV
energy above the lowest of the compared OMol25 structures with the same formula, charge and spin	0.214	eV
E	-19276.504	eV

(4)
A cluster of 11 separate species, C10H40NO13 in total. Source: the Open Molecules 2025 dataset; level of theory: the ωB97M-V functional and the def2-TZVPD basis.

Last column: natural (NBO) charge in e.
CARTESIAN COORDINATES (ANGSTROEM)
O1 1.887 3.945 -1.026  -0.74
O2 -0.965 0.814 -0.285  -0.41
O3 -0.975 -3.024 -3.602  -0.71
O4 0.402 -0.747 0.342  -0.34
O5 -1.557 -2.654 0.852  -0.76
O6 3.302 -0.722 0.885  -0.70
O7 3.079 -1.191 -2.047  -0.67
O8 2.769 -3.882 -0.615  -0.74
O9 1.952 0.301 3.690  -0.71
O10 -3.377 1.317 -1.621  -0.74
O11 -0.818 3.520 -1.145  -0.76
O12 1.143 0.907 -0.698  -0.06
O13 -3.024 1.199 3.809  -0.72
N1 0.190 0.290 -0.270  0.70
C1 -2.795 1.695 -2.872  -0.26
C2 4.047 -1.569 1.740  -0.25
C3 -1.745 -2.819 2.258  -0.25
C4 -1.755 -2.355 -2.688  -0.24
C5 -1.719 4.164 -0.264  -0.25
C6 2.302 -1.346 -3.207  -0.25
C7 1.384 -4.040 -0.644  -0.25
C8 0.571 0.427 3.836  -0.24
C9 -3.101 0.831 2.426  -0.25
C10 2.014 5.272 -0.630  -0.24
H1 -4.174 0.664 2.329  0.18
H2 3.126 -4.639 -0.145  0.48
H3 -0.834 2.567 -1.027  0.49
H4 -1.662 -3.871 2.532  0.17
H5 2.806 -0.891 -4.059  0.19
H6 0.942 3.795 -1.093  0.49
H7 0.997 -4.092 0.373  0.17
H8 2.852 5.511 0.025  0.17
H9 -1.262 -1.899 -1.830  0.14
H10 -2.767 -2.588 2.557  0.17
H11 1.354 -0.821 -3.096  0.15
H12 -2.362 -1.541 -3.084  0.16
H13 1.133 5.587 -0.071  0.15
H14 -2.421 -3.155 -2.363  0.19
H15 3.957 -2.608 1.424  0.16
H16 2.257 -0.086 4.514  0.46
H17 -0.928 -1.969 0.612  0.48
H18 0.163 -0.501 4.237  0.16
H19 0.125 0.738 2.892  0.17
H20 -3.568 1.989 3.837  0.46
H21 2.367 -0.939 0.915  0.47
H22 0.910 -3.232 -1.203  0.18
H23 2.040 5.902 -1.519  0.16
H24 -0.977 -2.191 2.710  0.17
H25 -2.498 -0.032 2.143  0.19
H26 -2.353 2.691 -2.827  0.18
H27 -2.422 3.525 0.269  0.18
H28 -2.707 1.150 -0.953  0.47
H29 3.669 -1.480 2.759  0.16
H30 0.259 1.204 4.534  0.17
H31 2.100 -2.408 -3.349  0.18
H32 1.080 -4.983 -1.098  0.17
H33 -2.754 1.663 1.814  0.15
H34 -3.656 1.746 -3.539  0.19
H35 -2.322 4.886 -0.814  0.18
H36 2.946 -1.978 -1.515  0.49
H37 -2.052 0.972 -3.208  0.16
H38 5.096 -1.285 1.822  0.18
H39 -0.558 -2.410 -4.212  0.46
H40 -1.111 4.673 0.484  0.17

Results
expectation value of S²	0.756
HOMO-LUMO gap (spin up / spin down)	8.521 / 4.001	eV
spin multiplicity	2
HOMO energy (spin up / spin down)	-9.7 / -9.6	eV
E	-39114.458	eV

(5)
The molecule C2H5BrO. Source: the Open Molecules 2025 dataset; level of theory: the ωB97M-V functional and the def2-TZVPD basis.

Last column: natural (NBO) charge in e.
CARTESIAN COORDINATES (ANGSTROEM)
Br1 -2.638 0.099 -0.026  -0.11
O1 -0.580 -1.697 -0.117  -0.69
C1 -0.785 -0.490 0.529  0.11
C2 0.221 0.518 -0.046  -0.64
H1 -0.253 -1.423 -1.051  0.46
H2 0.113 0.341 -1.103  0.20
H3 1.213 0.187 0.283  0.22
H4 -0.681 -0.734 1.604  0.21
H5 0.135 1.554 0.217  0.23

Results
HOMO-LUMO gap	10.983	eV
HOMO energy	-10.1	eV
energy above the lowest of the compared OMol25 structures with the same formula, charge and spin	0.184	eV
E	-74244.616	eV

(6)
The molecule C6H6N2O2. Source: the Open Molecules 2025 dataset; level of theory: the ωB97M-V functional and the def2-TZVPD basis.

Last column: natural (NBO) charge in e.
CARTESIAN COORDINATES (ANGSTROEM)
O1 0.405 0.873 -2.767  -0.55
O2 0.098 2.640 -1.401  -0.69
N1 -0.334 0.957 0.571  -0.38
N2 -0.298 -2.148 2.699  -0.81
C1 -0.221 -1.296 1.582  0.12
C2 0.277 -0.955 -0.717  -0.18
C3 0.248 1.281 -1.666  0.76
C4 -0.005 -1.854 0.326  -0.21
C5 0.091 0.422 -0.513  0.01
C6 -0.415 0.058 1.664  -0.04
H1 0.282 -1.932 3.476  0.39
H2 -0.590 0.584 2.560  0.20
H3 -0.215 -3.185 2.449  0.38
H4 0.272 -2.866 0.049  0.23
H5 0.731 -1.138 -1.710  0.26
H6 0.052 2.826 -0.425  0.51

Results
HOMO-LUMO gap	9.341	eV
HOMO energy	-9.2	eV
energy above the lowest of the compared OMol25 structures with the same formula, charge and spin	0.391	eV
E	-13394.235	eV

So what do the calculations give for max |F|? Going down the list: 0.039 0.146 0.022 0.070 0.050 0.087 Eh/bohr.